1.
The following is a DFT calculation (ωB97M-V/def2-TZVPD) of a gas-phase ion, C2H3N4 (charge +1) in a non-equilibrium geometry.

The geometry in XYZ format:
```
9
Properties=species:S:1:pos:R:3:mulliken_charge:R:1
N 3.365 0.540 0.003 -0.28
C 2.312 0.022 0.013 0.38
N 1.079 -0.202 0.055 -0.27
C 0.043 -0.932 0.102 0.21
N -1.114 -0.420 -0.255 0.04
N -1.637 0.673 -0.141 -0.03
H -0.280 -1.997 0.352 0.34
H -1.376 1.454 0.555 0.32
H -2.392 0.862 -0.684 0.28
```

Properties
Energy above the lowest of the compared OMol25 structures with the same formula, charge and spin   1.253 eV
DFT total energy   -8070.33470 eV
Total charge   +1

---

2.
The following is a DFT calculation (ωB97M-V/def2-TZVPD) of 2 unconnected molecules or ions with the total composition C2H3N4O in a non-equilibrium geometry.

The geometry in XYZ format:
```
10
Properties=species:S:1:pos:R:3:mulliken_charge:R:1
C -1.013 -0.840 0.220 0.00
C -1.336 1.259 0.037 -0.08
N -0.345 0.332 0.006 -0.44
N -2.247 -0.583 0.435 -0.58
N -2.448 0.714 0.328 -0.49
N 2.169 0.184 -0.170 0.07
O 2.892 0.428 0.805 -0.35
H -0.674 -1.882 0.273 0.33
H 1.908 -0.821 -0.059 0.21
H -1.300 2.387 -0.038 0.32
```

Properties
Energy above the lowest of the compared OMol25 structures with the same formula, charge and spin   2.569 eV
DFT total energy   -10128.03328 eV
Total charge   -1

---

3.
The following is a DFT calculation (ωB97M-V/def2-TZVPD) of a gas-phase ion, C2H3N4O (charge -1) in a non-equilibrium geometry.

The geometry in XYZ format:
```
10
Properties=species:S:1:pos:R:3:mulliken_charge:R:1
O -0.760 1.626 0.901 -0.56
C -0.263 0.295 1.024 -0.29
C -0.037 -0.362 -0.274 0.59
N -0.867 -0.970 -1.207 -0.40
N -0.058 -1.367 -2.136 -0.36
N 1.213 -1.048 -1.888 -0.48
N 1.201 -0.427 -0.739 -0.28
H -0.022 2.232 1.092 0.31
H 0.609 0.384 1.610 0.32
H -1.018 -0.363 1.616 0.14
```

Properties
Energy above the lowest of the compared OMol25 structures with the same formula, charge and spin   0.349 eV
DFT total energy   -10130.25304 eV
Total charge   -1

---

4.
The following is a DFT calculation (ωB97M-V/def2-TZVPD) of 2 unconnected molecules or ions with the total composition C2H3N4O in a non-equilibrium geometry.

The geometry in XYZ format:
```
10
Properties=species:S:1:pos:R:3:mulliken_charge:R:1
C 3.132 0.835 -0.091 0.07
C -2.057 0.179 -0.102 -0.54
N 2.113 -1.659 0.228 -0.12
N 1.103 -1.195 0.173 0.73
N -0.020 -0.754 0.490 -0.17
N -0.671 -0.053 -0.244 0.12
O 3.593 1.846 0.010 -0.05
H -2.236 1.260 -0.366 0.28
H -2.549 -0.026 0.799 0.38
H -2.407 -0.432 -0.898 0.30
```

Properties
Energy above the lowest of the compared OMol25 structures with the same formula, charge and spin   5.006 eV
DFT total energy   -10117.74052 eV
Total charge   +1

---

5.
The following is a DFT calculation (ωB97M-V/def2-TZVPD) of a gas-phase ion, C2H3N4O (charge +1) in a non-equilibrium geometry.

The geometry in XYZ format:
```
10
Properties=species:S:1:pos:R:3:mulliken_charge:R:1
O -0.761 -2.254 1.479 -0.23
C -0.944 -1.224 0.981 0.27
N 0.118 -0.429 0.366 0.37
C -0.545 0.531 -0.431 -0.02
N 0.272 1.194 -1.094 -0.36
N 1.487 0.796 -0.812 0.39
N 1.431 -0.177 0.084 -0.37
H -1.689 -0.445 1.179 0.26
H -1.607 0.798 -0.391 0.37
H 2.238 1.209 -1.361 0.32
```

Properties
Energy above the lowest of the compared OMol25 structures with the same formula, charge and spin   3.557 eV
DFT total energy   -10119.18979 eV
Total charge   +1

---

6.
The following is a DFT calculation (ωB97M-V/def2-TZVPD) of 2 unconnected molecules or ions with the total composition C2H3N4S in a non-equilibrium geometry.

The geometry in XYZ format:
```
10
Properties=species:S:1:pos:R:3:mulliken_charge:R:1
C -1.965 -0.284 -0.137 0.25
C 2.087 -0.019 0.275 -0.46
N -0.823 -0.942 -0.182 -0.58
N -1.749 1.079 -0.230 -0.25
N -0.470 1.254 -0.339 -0.38
N 0.071 0.011 -0.398 0.20
S -3.632 -0.829 -0.103 -0.55
H 1.611 0.452 1.118 0.26
H 2.061 -1.116 0.416 0.23
H 2.808 0.394 -0.420 0.27
```

Properties
Energy above the lowest of the compared OMol25 structures with the same formula, charge and spin   3.700 eV
DFT total energy   -18915.42868 eV
Total charge   -1

---

What is the total charge in the sixth record? -1

---

The highest energy above the lowest of the compared OMol25 structures with the same formula, charge and spin belongs to which entry? number 4